Record 1
A structure of composition C12H45CaN18O11 at a distorted geometry. Source: the OMol25 dataset; level of theory: ωB97M-V/def2-TZVPD.

Values from the calculation:
E_LUMO, eV: -4.19
Energy relative to the best compared isomer or geometry (same formula, charge and spin), kJ/mol: 0.0
F_max, eV/A: 2.73
2S+1: 1
Gap between HOMO and LUMO, eV: 7.19
Total charge: +1
HOMO energy, eV: -11.4

Last column: Löwdin charge in e.
CARTESIAN COORDINATES (ANGSTROEM)
Ca 22.076 -16.792 -21.428  1.603
C 18.875 -18.996 -21.162  -0.092
C 19.841 -18.781 -20.013  -0.400
O 21.172 -18.602 -20.420  -0.508
H 18.743 -18.073 -21.733  0.061
H 17.863 -19.231 -20.840  0.031
H 19.227 -19.845 -21.758  0.079
H 19.675 -19.445 -19.158  0.091
H 19.516 -17.785 -19.644  0.075
C 19.348 -23.069 -22.990  -0.163
O 19.238 -24.098 -23.971  -0.106
H 20.172 -23.251 -22.296  0.079
H 19.580 -22.153 -23.538  0.059
H 18.393 -23.038 -22.475  0.050
H 20.037 -24.632 -23.970  0.079
C 18.957 -16.797 -16.298  -0.631
O 18.321 -17.861 -16.251  -0.012
N 19.674 -16.365 -15.193  0.151
N 19.051 -16.019 -17.413  0.174
H 19.921 -15.397 -15.130  0.093
H 19.510 -16.875 -14.343  0.107
H 19.537 -15.150 -17.447  0.095
H 18.456 -16.299 -18.191  0.061
C 22.507 -21.598 -22.354  -0.658
O 22.825 -22.534 -23.094  0.018
N 22.918 -21.539 -21.044  0.166
N 21.695 -20.561 -22.743  0.154
H 23.691 -22.074 -20.700  0.106
H 22.589 -20.832 -20.410  0.042
H 21.362 -19.812 -22.148  0.031
H 21.100 -20.628 -23.551  0.078
C 16.442 -18.226 -19.268  -0.626
O 16.985 -17.099 -19.330  -0.045
N 16.822 -19.209 -18.432  0.211
N 15.395 -18.510 -20.128  0.175
H 17.596 -19.009 -17.810  0.063
H 16.321 -20.060 -18.273  0.086
H 14.909 -19.381 -20.100  0.101
H 15.261 -17.777 -20.795  0.097
C 19.124 -14.798 -21.692  -0.607
O 20.119 -15.397 -21.235  -0.149
N 17.863 -15.253 -21.454  0.204
N 19.236 -13.723 -22.537  0.185
H 17.069 -14.810 -21.859  0.111
H 17.864 -15.932 -20.699  0.066
H 20.177 -13.538 -22.829  0.108
H 18.432 -13.289 -22.936  0.107
C 16.378 -20.120 -23.927  -0.645
O 16.215 -19.805 -25.130  -0.029
N 16.344 -19.158 -22.937  0.146
N 16.547 -21.409 -23.511  0.172
H 16.797 -19.281 -22.056  0.016
H 16.261 -18.238 -23.336  0.101
H 16.579 -21.658 -22.516  0.044
H 16.559 -22.150 -24.184  0.110
C 20.619 -17.635 -24.524  -0.584
O 20.903 -17.011 -23.449  -0.189
N 19.396 -18.219 -24.641  0.214
N 21.468 -17.762 -25.577  0.196
H 19.101 -18.636 -25.509  0.120
H 18.859 -18.464 -23.825  0.073
H 21.276 -18.466 -26.263  0.118
H 22.327 -17.249 -25.568  0.114
C 19.384 -21.979 -16.179  -0.604
O 19.692 -22.701 -17.149  -0.026
N 18.864 -22.458 -14.999  0.166
N 19.337 -20.602 -16.312  0.173
H 18.706 -21.808 -14.256  0.095
H 18.843 -23.448 -14.856  0.108
H 19.834 -20.263 -17.112  0.059
H 19.065 -20.016 -15.542  0.085
C 16.858 -22.395 -19.679  -0.605
O 16.349 -21.936 -20.728  -0.035
N 18.214 -22.611 -19.520  0.178
N 16.131 -22.581 -18.528  0.162
H 18.730 -22.374 -18.662  0.053
H 18.731 -22.674 -20.379  0.068
H 16.554 -22.808 -17.650  0.100
H 15.144 -22.411 -18.605  0.107
C 22.431 -19.433 -16.892  -0.660
O 22.886 -19.825 -15.818  0.026
N 21.853 -18.191 -17.093  0.161
N 22.544 -20.095 -18.100  0.148
H 21.575 -18.097 -18.048  0.043
H 21.858 -17.460 -16.411  0.086
H 22.125 -19.667 -18.918  0.029
H 22.968 -21.006 -18.089  0.106



Record 2
A cluster of 10 separate species, C12H45ClN3O13 in total at a distorted geometry. Source: the OMol25 dataset; level of theory: ωB97M-V/def2-TZVPD.

Values from the calculation:
E_LUMO, eV: 2.53
F_max, eV/A: 2.29
2S+1: 1
Gap between HOMO and LUMO, eV: 9.09
Total charge: -1
HOMO energy, eV: -6.6

Last column: Löwdin charge in e.
CARTESIAN COORDINATES (ANGSTROEM)
Cl -1.477 -1.037 0.766  0.675
O -1.003 -0.672 2.087  -0.351
O -2.859 -1.561 0.808  -0.353
O -1.418 0.088 -0.113  -0.364
O -0.492 -1.951 0.240  -0.333
O -0.170 2.568 1.766  -0.054
H -0.648 1.759 1.973  -0.005
H 0.324 2.770 2.564  0.029
O 1.048 -2.667 -2.825  -0.066
H 0.285 -2.465 -2.276  0.020
H 1.386 -1.796 -3.112  -0.004
O -4.843 -3.742 -0.345  -0.058
H -5.634 -3.296 -0.655  0.022
H -4.259 -3.031 -0.060  -0.006
O 0.917 -3.477 2.716  -0.055
H 1.620 -3.033 3.195  0.021
H 0.389 -2.763 2.343  -0.012
O -2.279 2.378 -1.823  -0.064
H -1.837 1.726 -1.268  -0.017
H -3.198 2.102 -1.828  0.031
O -2.547 -3.759 2.899  -0.055
H -2.662 -3.483 3.812  0.031
H -2.461 -2.935 2.408  -0.024
C -3.617 2.229 2.340  -0.056
C -3.531 1.711 3.794  -0.426
C -4.184 2.734 4.733  -0.217
O -3.496 3.937 4.994  -0.210
C -2.063 3.884 5.139  -0.075
N -4.230 0.429 3.862  0.030
H -3.114 3.190 2.209  0.075
H -4.660 2.476 2.130  0.079
H -3.204 1.583 1.567  0.060
H -2.517 1.400 4.047  0.128
H -4.418 2.307 5.716  0.116
H -5.186 3.031 4.418  0.123
H -1.833 4.920 5.378  0.087
H -1.586 3.545 4.219  0.065
H -1.902 3.216 5.987  0.091
H -3.894 -0.045 3.028  0.052
H -5.207 0.464 3.583  0.070
C 3.408 1.707 -6.131  -0.089
C 2.261 0.901 -5.531  -0.400
C 2.403 0.764 -3.994  -0.148
O 1.470 -0.179 -3.401  -0.234
C 0.134 0.258 -3.239  -0.083
N 1.060 1.663 -5.957  0.033
H 3.520 2.743 -5.810  0.077
H 3.484 1.723 -7.219  0.072
H 4.349 1.211 -5.871  0.071
H 2.203 -0.094 -5.971  0.143
H 2.302 1.766 -3.564  0.124
H 3.348 0.482 -3.526  0.119
H 0.026 1.254 -2.804  0.091
H -0.397 -0.477 -2.640  0.082
H -0.384 0.346 -4.195  0.074
H 0.255 1.098 -5.720  0.042
H 0.997 2.466 -5.340  0.073
C 3.972 -3.428 1.024  -0.082
C 3.489 -2.539 -0.070  -0.408
C 4.241 -1.189 -0.279  -0.189
O 3.907 -0.141 0.617  -0.165
C 2.630 0.374 0.395  -0.116
N 3.599 -3.378 -1.300  0.039
H 3.714 -2.960 1.980  0.064
H 5.063 -3.459 1.081  0.072
H 3.579 -4.441 1.015  0.081
H 2.436 -2.267 0.023  0.120
H 4.235 -0.804 -1.302  0.108
H 5.288 -1.460 -0.110  0.115
H 2.396 1.243 1.011  0.080
H 1.842 -0.299 0.751  0.073
H 2.332 0.572 -0.638  0.087
H 2.850 -3.055 -1.903  0.023
H 4.449 -3.134 -1.797  0.056



Record 3
A cluster of 11 separate species, C12H46FN5O10P in total at a distorted geometry. Source: the OMol25 dataset; level of theory: ωB97M-V/def2-TZVPD.

Values from the calculation:
E_LUMO, eV: -3.71
F_max, eV/A: 6.02
2S+1: 1
Gap between HOMO and LUMO, eV: 8.16
Total charge: +1
HOMO energy, eV: -11.9

Last column: Löwdin charge in e.
CARTESIAN COORDINATES (ANGSTROEM)
N 2.851 1.485 2.462  -0.287
P 1.950 0.993 1.251  0.774
N 0.206 0.908 1.596  -0.157
N -0.315 -0.304 1.940  0.055
C -1.703 -0.075 2.107  -0.002
N -2.107 1.292 1.908  0.160
C -0.821 1.880 1.562  -0.232
N -0.667 3.171 1.245  0.098
F 0.515 3.749 0.939  0.033
H 3.356 2.343 2.176  -0.016
H 2.324 -0.339 0.830  0.046
H 2.109 1.941 0.186  0.029
H 0.225 -1.170 2.033  0.165
H -2.399 -0.928 2.370  0.156
H -1.476 3.812 1.253  0.188
C 2.589 0.360 -3.095  -0.141
O 2.028 -0.037 -1.842  -0.185
H 3.259 1.203 -2.930  0.081
H 3.152 -0.469 -3.521  0.063
H 1.790 0.659 -3.776  0.074
H 1.443 -0.782 -2.016  0.076
C -3.661 -0.469 -0.868  -0.154
O -4.266 -1.599 -0.256  -0.142
H -3.355 0.230 -0.091  0.041
H -2.781 -0.788 -1.437  0.077
H -4.378 0.019 -1.531  0.063
H -4.529 -2.204 -0.965  0.041
C -5.132 2.296 -3.668  -0.151
O -5.747 1.168 -3.068  -0.138
H -4.827 2.982 -2.879  0.068
H -4.251 1.980 -4.234  0.077
H -5.841 2.797 -4.332  0.080
H -6.009 0.571 -3.778  0.083
C -1.485 -3.362 4.189  -0.139
O -0.386 -2.545 4.580  -0.128
H -1.669 -4.097 4.970  0.090
H -2.378 -2.744 4.057  0.068
H -1.248 -3.879 3.255  0.082
H -0.239 -1.905 3.877  0.014
C 2.966 -2.698 4.432  -0.162
O 3.772 -2.968 3.291  -0.133
H 1.982 -2.369 4.097  0.041
H 2.858 -3.605 5.030  0.087
H 3.426 -1.911 5.029  0.065
H 4.633 -3.257 3.614  0.071
C -3.792 5.520 -0.662  -0.161
O -2.964 5.262 -1.790  -0.127
H -4.765 5.865 -1.009  0.086
H -3.921 4.602 -0.081  0.067
H -3.335 6.296 -0.042  0.077
H -2.114 4.960 -1.455  0.058
C 5.369 -1.570 7.598  -0.143
O 4.972 -2.536 6.633  -0.146
H 4.526 -0.909 7.799  0.081
H 5.663 -2.071 8.523  0.079
H 6.204 -0.982 7.211  0.079
H 5.732 -3.107 6.473  0.083
C -6.225 -4.548 -2.377  -0.137
O -6.084 -3.305 -1.699  -0.140
H -5.987 -4.402 -3.430  0.082
H -5.538 -5.283 -1.950  0.080
H -7.254 -4.904 -2.286  0.082
H -6.301 -3.460 -0.771  0.086
C 1.902 3.086 -6.417  -0.151
O 2.757 2.496 -5.446  -0.141
H 2.031 2.559 -7.362  0.082
H 0.861 3.000 -6.095  0.075
H 2.164 4.138 -6.552  0.078
H 2.625 2.978 -4.622  0.066
C 6.507 -0.750 -3.079  -0.145
O 5.272 -1.024 -3.729  -0.146
H 6.311 -0.537 -2.029  0.078
H 7.166 -1.619 -3.154  0.079
H 6.983 0.118 -3.541  0.079
H 5.472 -1.210 -4.654  0.086